1.
This record from the Open Molecules 2025 dataset describes 2 unconnected molecules or ions with the total composition C4H8ClN at a distorted geometry. The level of theory is ωB97M-V/def2-TZVPD.

Output
HOMO-LUMO gap (alpha / beta)   0.2484 / 0.2481 hartree
Lowest unoccupied orbital energy (alpha / beta)   -0.11059 / -0.11073 Ha
Calculated total energy   -18285.43822 eV
Relative energy (zero: lowest compared OMol25 entry of this formula, charge and spin)   99.9 kcal/mol
HOMO (alpha / beta)   -9.768 / -9.764 eV

CARTESIAN COORDINATES (ANGSTROEM)
1 C 0.41 0.68 -0.16
2 C 0.45 -0.69 0.53
3 C -0.64 1.41 -1.03
4 C -0.85 -1.41 0.87
5 N 0.97 -0.51 -0.74
6 Cl 3.63 -0.26 -0.22
7 H 1.19 1.40 0.31
8 H 1.13 -0.72 1.37
9 H -0.39 1.53 -2.04
10 H -0.94 2.40 -0.73
11 H -1.50 0.76 -0.96
12 H -0.68 -2.43 1.09
13 H -1.57 -1.31 -0.06
14 H -1.20 -0.86 1.79

***

2.
This record from the Open Molecules 2025 dataset describes a single C4H9NO molecule. The level of theory is ωB97M-V/def2-TZVPD.

Output
HOMO-LUMO gap   0.2889 hartree
Lowest unoccupied orbital energy   0.02573 Ha
Calculated total energy   -7828.26427 eV
Relative energy (zero: lowest compared OMol25 entry of this formula, charge and spin)   93.5 kcal/mol
HOMO   -7.160 eV

CARTESIAN COORDINATES (ANGSTROEM)
1 C -1.66 -0.72 -0.25
2 C -0.32 1.40 -0.10
3 O -0.55 1.72 1.06
4 C -0.29 -0.09 -0.46
5 C 1.95 0.36 0.05
6 N 0.77 -0.52 0.48
7 H -2.05 -0.46 0.74
8 H -2.35 -0.31 -1.00
9 H -1.65 -1.81 -0.37
10 H -0.40 2.11 -0.94
11 H 0.47 -0.18 1.39
12 H 0.11 -0.25 -1.46
13 H 2.54 0.57 0.95
14 H 2.55 -0.28 -0.62
15 H 0.89 -1.54 0.54

***

3.
This record from the Open Molecules 2025 dataset describes a single CH2N4 molecule at a distorted geometry. The level of theory is ωB97M-V/def2-TZVPD.

Output
HOMO-LUMO gap   0.4387 hartree
Lowest unoccupied orbital energy   0.03543 Ha
Calculated total energy   -7027.89625 eV
Relative energy (zero: lowest compared OMol25 entry of this formula, charge and spin)   47.3 kcal/mol
HOMO   -10.974 eV

CARTESIAN COORDINATES (ANGSTROEM)
1 C 0.88 0.50 0.00
2 N 0.95 -0.89 -0.04
3 N -0.28 -1.18 -0.06
4 N -1.03 -0.12 -0.08
5 N -0.31 0.98 -0.08
6 H 1.82 0.95 -0.02
7 H -2.04 -0.25 0.27

***

4.
This record from the Open Molecules 2025 dataset describes a single C6H13NO molecule. The level of theory is ωB97M-V/def2-TZVPD.

Output
HOMO-LUMO gap   0.3368 hartree
Lowest unoccupied orbital energy   0.03694 Ha
Calculated total energy   -9969.79036 eV
Relative energy (zero: lowest compared OMol25 entry of this formula, charge and spin)   31.9 kcal/mol
HOMO   -8.160 eV

CARTESIAN COORDINATES (ANGSTROEM)
1 C -2.73 1.41 -1.25
2 C -2.02 1.35 0.10
3 N -0.65 0.94 -0.05
4 C -0.04 0.31 1.09
5 C 1.49 0.25 1.00
6 C 2.12 -1.12 0.71
7 C 1.62 -1.82 -0.51
8 O 0.71 -1.45 -1.21
9 H -2.37 2.25 -1.84
10 H -3.79 1.56 -1.09
11 H -2.54 0.51 -1.83
12 H -2.03 2.36 0.54
13 H -2.57 0.68 0.78
14 H -0.45 0.43 -0.90
15 H -0.31 0.87 1.99
16 H -0.49 -0.68 1.28
17 H 1.92 0.62 1.93
18 H 1.80 0.93 0.22
19 H 1.89 -1.78 1.56
20 H 3.21 -1.10 0.70
21 H 2.16 -2.75 -0.79

***

5.
This record from the Open Molecules 2025 dataset describes a molecular structure, C15H13INNiO3P at a distorted geometry. The level of theory is ωB97M-V/def2-TZVPD.

Output
HOMO-LUMO gap (alpha / beta)   0.2707 / 0.2122 hartree
Lowest unoccupied orbital energy (alpha / beta)   -0.28665 / -0.34586 Ha
Expectation value of S²   2.01
Calculated total energy   -81802.15786 eV
Spin multiplicity   3
Net charge   +2
HOMO (alpha / beta)   -15.165 / -15.184 eV

CARTESIAN COORDINATES (ANGSTROEM)
1 C -3.61 0.29 3.14
2 C -2.34 0.19 2.10
3 P -2.42 1.54 0.72
4 C -3.58 0.77 -0.58
5 C -3.20 -0.76 -0.98
6 C -0.63 1.64 0.07
7 C 0.32 2.48 0.80
8 I -0.35 3.63 2.57
9 C 1.89 2.60 0.35
10 O 2.58 3.66 0.52
11 C 2.49 1.24 -0.31
12 C 4.00 0.79 -0.20
13 C 4.40 -0.61 -0.88
14 C 3.35 -1.53 -1.64
15 N 3.85 -2.84 -2.20
16 C 4.47 -3.41 -1.13
17 O 5.15 -4.10 -0.32
18 C 1.85 -1.05 -1.78
19 C 1.45 0.32 -1.12
20 C -0.08 0.87 -1.23
21 O -0.72 0.70 -2.32
22 H -4.52 -0.35 2.78
23 H -3.92 1.38 3.36
24 H -3.22 -0.18 4.13
25 H -2.27 -0.88 1.65
26 H -1.38 0.37 2.71
27 H -4.63 0.72 -0.08
28 H -3.67 1.48 -1.50
29 H -4.02 -1.53 -0.75
30 H -3.05 -0.76 -2.14
31 H -2.15 -1.07 -0.56
32 H 4.77 1.42 0.36
33 H 5.51 -0.93 -0.79
34 H 1.07 -1.69 -2.32
35 Ni 2.62 -4.40 -2.47

***

6.
This record from the Open Molecules 2025 dataset describes 2 unconnected molecules or ions with the total composition C3H10NO at a distorted geometry. The level of theory is ωB97M-V/def2-TZVPD.

Output
HOMO-LUMO gap   0.4129 hartree
Lowest unoccupied orbital energy   -0.13030 Ha
Calculated total energy   -6803.67715 eV
Net charge   +1
Relative energy (zero: lowest compared OMol25 entry of this formula, charge and spin)   14.6 kcal/mol
HOMO   -14.782 eV

CARTESIAN COORDINATES (ANGSTROEM)
1 C -0.53 -0.10 2.16
2 C -0.57 -0.17 0.67
3 C -1.54 0.24 -0.12
4 N 0.60 -0.85 0.01
5 H -1.14 0.76 2.45
6 H -0.88 -1.05 2.55
7 H 0.44 0.11 2.57
8 H -1.61 0.11 -1.18
9 H -2.37 0.75 0.32
10 H 1.19 -1.33 0.68
11 H 1.10 -0.10 -0.50
12 H 0.26 -1.49 -0.70
13 H 1.95 1.55 -2.47
14 H 1.58 0.02 -2.57
15 O 1.33 0.86 -2.18

***

7.
This record from the Open Molecules 2025 dataset describes 2 unconnected molecules or ions with the total composition C4H11NOS. The level of theory is ωB97M-V/def2-TZVPD.

Output
HOMO-LUMO gap   0.3508 hartree
Lowest unoccupied orbital energy   0.02671 Ha
Calculated total energy   -18699.45822 eV
Relative energy (zero: lowest compared OMol25 entry of this formula, charge and spin)   10.6 kcal/mol
HOMO   -8.819 eV

CARTESIAN COORDINATES (ANGSTROEM)
1 C 0.98 -2.09 -1.92
2 C 0.21 -1.85 -0.63
3 S -0.77 -0.32 -0.73
4 C -1.68 -0.49 0.82
5 H 1.66 -2.93 -1.81
6 H 1.59 -1.21 -2.15
7 H 0.33 -2.22 -2.78
8 H 0.92 -1.69 0.18
9 H -0.46 -2.66 -0.41
10 H -2.29 -1.38 0.83
11 H -1.00 -0.51 1.67
12 H -2.28 0.42 0.90
13 N 0.03 2.70 0.46
14 C 0.88 2.96 1.49
15 O 1.95 2.42 1.64
16 H 0.23 1.89 -0.12
17 H -0.80 3.25 0.36
18 H 0.50 3.70 2.20

***

8.
This record from the Open Molecules 2025 dataset describes a single C11H15ClN2 molecule at a distorted geometry. The level of theory is ωB97M-V/def2-TZVPD.

Output
HOMO-LUMO gap   0.3643 hartree
Lowest unoccupied orbital energy   0.02614 Ha
Calculated total energy   -27152.06546 eV
Relative energy (zero: lowest compared OMol25 entry of this formula, charge and spin)   30.4 kcal/mol
HOMO   -9.202 eV

CARTESIAN COORDINATES (ANGSTROEM)
1 Cl 4.22 -3.68 -2.10
2 C 3.13 -2.74 -1.16
3 C 2.10 -3.40 -0.43
4 C 1.41 -2.61 0.44
5 C 1.51 -1.22 0.48
6 C 0.84 -0.38 1.55
7 N 0.46 0.96 1.07
8 C -0.63 0.98 0.06
9 C -2.01 0.76 0.85
10 C -3.09 1.53 0.05
11 C -2.32 2.15 -1.14
12 C -0.88 2.33 -0.69
13 C 2.45 -0.68 -0.42
14 N 3.22 -1.46 -1.19
15 H 2.00 -4.53 -0.38
16 H 0.56 -3.06 1.04
17 H 0.02 -0.93 1.94
18 H 1.45 -0.19 2.42
19 H 1.27 1.37 0.62
20 H -0.60 0.12 -0.64
21 H -1.90 1.13 1.86
22 H -2.24 -0.28 1.11
23 H -3.65 2.17 0.69
24 H -3.92 1.01 -0.42
25 H -2.77 3.07 -1.44
26 H -2.35 1.56 -1.98
27 H -0.13 2.44 -1.54
28 H -0.74 3.20 -0.11
29 H 2.58 0.39 -0.54